[1]
# C2KO4

A molecular structure, C2KO4 at a distorted geometry (wB97M-V/def2-TZVPD, the OMol25 dataset).

Last column: natural (NBO) charge in e.
Geometry (Å):
O 2.481 -0.071 2.790  -0.611
C 3.423 -0.057 3.417  0.613
O 0.127 0.873 -2.610  -0.186
C -0.747 1.752 -2.171  0.947
O -0.896 2.891 -1.967  -0.461
O -0.938 0.583 -1.539  -0.296
K 0.059 -0.217 1.306  0.995

## Properties
Net charge ... +1
Gap between HOMO and LUMO ... 11.379 eV
Lowest unoccupied orbital energy ... -4.62 eV
Calculated total energy ... -976.77344 Eh
Largest force on an atom ... 2.6 eV Å⁻¹
Highest occupied orbital energy ... -16.003 eV

[2]
# C17H20N3O3S4SeSiV

A molecular structure, C17H20N3O3S4SeSiV at a distorted geometry (wB97M-V/def2-TZVPD, the OMol25 dataset).

Last column: natural (NBO) charge in e.
Geometry (Å):
V -0.652 0.421 0.231  0.725
S -0.974 2.603 0.577  -0.067
C -2.559 2.791 1.282  -0.350
C -2.931 4.089 1.619  0.296
N -3.211 5.182 1.870  -0.391
C -3.358 1.684 1.485  -0.281
S -2.864 0.110 0.981  -0.119
C -4.576 1.763 2.162  0.298
N -5.574 1.782 2.740  -0.371
C 0.296 3.495 3.559  -0.744
S -0.313 2.092 4.532  0.152
C 0.938 0.859 4.080  -0.736
H 0.543 3.134 2.563  0.251
H 1.170 3.932 4.037  0.191
H -0.508 4.222 3.497  0.229
H 1.840 1.019 4.667  0.194
H 1.155 0.947 3.017  0.239
H 0.520 -0.119 4.292  0.231
O -0.414 -7.604 -1.021  -0.701
C -0.313 -6.412 -1.703  0.777
O -0.186 -6.459 -2.908  -0.603
C -0.347 -5.196 -0.901  -0.277
C 0.054 -3.979 -1.486  -0.138
C 0.087 -2.812 -0.768  -0.193
C -0.278 -2.801 0.591  -0.133
S -0.157 -1.420 1.592  -0.181
C -0.734 -4.003 1.163  -0.254
C -0.766 -5.166 0.442  -0.173
H -0.442 -7.440 -0.070  0.477
H 0.348 -3.989 -2.526  0.226
H 0.413 -1.887 -1.234  0.225
H -1.075 -3.980 2.188  0.217
H -1.174 -6.051 0.923  0.179
O -1.912 0.066 -3.712  -0.607
C -1.484 0.123 -2.614  0.819
N -0.999 0.188 -1.542  -0.840
C 2.091 0.436 -3.229  -1.113
Si 2.087 1.870 -1.954  1.437
C 0.723 3.147 -2.355  -1.118
C 3.762 2.799 -2.101  -1.105
Se 1.907 0.987 0.116  -0.698
H 2.373 0.763 -4.226  0.209
H 1.103 -0.011 -3.287  0.238
H 2.785 -0.339 -2.914  0.230
H 0.853 3.610 -3.329  0.212
H 0.711 3.932 -1.603  0.239
H -0.251 2.663 -2.335  0.247
H 3.991 3.003 -3.142  0.207
H 4.568 2.211 -1.679  0.226
H 3.730 3.743 -1.571  0.224

## Properties
Net charge ... -2
Gap between HOMO and LUMO (spin up / spin down) ... 6.210 / 6.336 eV
Lowest unoccupied orbital energy (spin up / spin down) ... 4.10 / 4.10 eV
Calculated total energy ... -6277.73816 Eh
Largest force on an atom ... 1.9 eV Å⁻¹
Highest occupied orbital energy (spin up / spin down) ... -2.110 / -2.237 eV
2S+1 ... 3

[3]
# C56H126F12KN13O24S12

A molecular structure, C56H126F12KN13O24S12 at a distorted geometry (wB97M-V/def2-TZVPD, the OMol25 dataset).

Last column: Mulliken charge in e.
Geometry (Å):
K -3.251 5.619 -14.880  0.998
C -1.622 4.458 -22.680  -1.227
C -0.795 3.686 -21.662  -0.394
C 0.170 2.579 -22.090  -0.773
N -0.260 1.072 -22.170  0.095
C -1.283 0.961 -23.268  -1.033
C 0.950 0.148 -22.350  -0.621
C 1.657 0.144 -20.974  -0.693
C 0.461 0.132 -19.943  -0.479
C -0.723 0.501 -20.818  -0.520
H -1.785 3.854 -23.573  0.305
H -1.084 5.373 -22.927  0.333
H -2.617 4.774 -22.368  0.353
H -1.544 3.300 -20.970  0.172
H -0.210 4.384 -21.064  0.465
H 1.081 2.640 -21.494  0.382
H 0.544 2.704 -23.106  0.563
H -1.446 -0.089 -23.513  0.410
H -1.116 1.469 -24.218  0.337
H -2.238 1.280 -22.850  0.441
H 0.577 -0.796 -22.746  0.437
H 1.462 0.626 -23.185  0.425
H 2.292 -0.740 -20.908  0.436
H 2.364 0.956 -20.805  0.298
H 0.263 -0.898 -19.646  0.303
H 0.514 0.786 -19.072  0.332
H -1.279 -0.409 -21.044  0.508
H -1.249 1.291 -20.281  0.146
C -7.716 16.849 -21.504  -1.297
C -8.538 17.820 -20.640  -0.309
C -8.028 19.270 -20.777  -0.828
N -8.892 20.300 -19.985  0.177
C -9.108 19.947 -18.465  -0.960
C -10.229 20.689 -20.747  -0.580
C -10.568 22.093 -20.360  -0.635
C -9.299 22.758 -20.011  -0.631
C -8.212 21.690 -20.107  -0.666
H -8.347 15.966 -21.405  0.361
H -6.751 16.759 -21.006  0.340
H -7.435 17.191 -22.501  0.353
H -8.414 17.451 -19.622  0.335
H -9.572 17.796 -20.987  0.377
H -8.041 19.488 -21.844  0.395
H -7.034 19.359 -20.339  0.408
H -8.134 19.829 -17.989  0.402
H -9.709 19.051 -18.314  0.321
H -9.385 20.827 -17.886  0.382
H -11.073 20.086 -20.414  0.361
H -10.029 20.465 -21.795  0.419
H -11.281 22.250 -19.551  0.336
H -11.132 22.504 -21.197  0.394
H -9.213 23.221 -19.028  0.375
H -9.041 23.540 -20.724  0.314
H -7.429 21.751 -19.351  0.479
H -7.747 21.642 -21.092  0.375
C -26.123 12.598 -4.692  -1.382
C -25.776 11.733 -5.954  -0.172
C -25.145 12.446 -7.183  -0.774
N -24.890 11.578 -8.450  0.322
C -26.170 10.882 -9.031  -0.867
C -24.122 12.325 -9.524  -0.801
C -23.132 11.316 -10.241  -0.496
C -23.166 10.051 -9.443  -0.655
C -23.825 10.518 -8.094  -0.762
H -26.791 13.449 -4.824  0.359
H -25.221 12.875 -4.146  0.350
H -26.720 12.143 -3.902  0.388
H -26.722 11.274 -6.243  0.295
H -25.026 11.003 -5.649  0.286
H -24.138 12.809 -6.976  0.392
H -25.812 13.278 -7.406  0.420
H -26.357 9.905 -8.583  0.306
H -26.046 10.877 -10.113  0.366
H -27.031 11.508 -8.798  0.364
H -24.820 12.790 -10.220  0.467
H -23.571 13.177 -9.127  0.372
H -23.489 11.143 -11.257  0.311
H -22.207 11.885 -10.334  0.334
H -23.834 9.429 -10.039  0.306
H -22.209 9.539 -9.548  0.399
H -24.240 9.604 -7.670  0.424
H -23.025 10.956 -7.498  0.446
C -10.677 2.429 -27.938  -1.366
C -10.630 1.940 -29.376  -0.249
C -10.922 3.093 -30.414  -0.981
N -10.581 2.692 -31.829  0.075
C -9.066 2.682 -31.945  -0.971
C -11.083 3.795 -32.859  -0.521
C -11.850 3.092 -34.025  -0.551
C -11.441 1.638 -33.761  -0.698
C -11.371 1.450 -32.235  -0.640
H -10.620 1.599 -27.234  0.363
H -11.592 2.978 -27.713  0.345
H -9.918 3.203 -27.823  0.348
H -11.373 1.166 -29.569  0.405
H -9.693 1.428 -29.596  0.295
H -10.465 4.060 -30.202  0.532
H -11.990 3.302 -30.466  0.488
H -8.742 3.597 -31.450  0.374
H -8.840 2.729 -33.010  0.472
H -8.636 1.817 -31.440  0.336
H -10.242 4.414 -33.172  0.431
H -11.761 4.503 -32.382  0.300
H -11.416 3.553 -34.912  0.288
H -12.902 3.365 -34.102  0.373
H -10.500 1.441 -34.275  0.299
H -12.115 0.930 -34.243  0.460
H -10.848 0.585 -31.827  0.386
H -12.336 1.444 -31.729  0.407
C -13.860 -8.271 -7.725  -1.493
C -14.202 -7.935 -9.155  -0.223
C -13.970 -6.570 -9.638  -0.673
N -14.584 -6.278 -11.064  0.415
C -15.984 -6.916 -11.247  -1.214
C -13.686 -6.949 -12.166  -0.401
C -13.424 -5.811 -13.161  -0.696
C -14.485 -4.723 -12.937  -0.566
C -14.570 -4.768 -11.425  -0.660
H -14.602 -7.819 -7.067  0.357
H -12.968 -7.711 -7.441  0.357
H -13.698 -9.314 -7.450  0.373
H -15.171 -8.414 -9.289  0.310
H -13.649 -8.603 -9.816  0.390
H -12.948 -6.191 -9.635  0.421
H -14.624 -5.890 -9.092  0.374
H -16.574 -6.703 -10.355  0.377
H -15.902 -8.002 -11.268  0.459
H -16.504 -6.678 -12.175  0.374
H -14.317 -7.663 -12.695  0.286
H -12.743 -7.310 -11.755  0.324
H -13.332 -6.205 -14.173  0.388
H -12.455 -5.419 -12.849  0.313
H -15.404 -5.075 -13.407  0.250
H -14.175 -3.769 -13.363  0.396
H -15.503 -4.382 -11.014  0.361
H -13.720 -4.198 -11.052  0.402
C -14.470 5.073 -14.502  -1.384
C -13.989 6.117 -15.558  -0.190
C -12.473 6.309 -15.614  -1.002
N -11.809 7.528 -16.353  0.262
C -12.258 8.831 -15.604  -0.945
C -10.282 7.483 -16.419  -0.638
C -9.907 8.312 -17.645  -0.610
C -10.980 7.928 -18.608  -0.528
C -12.220 7.597 -17.829  -0.532
H -14.287 5.387 -13.475  0.374
H -13.967 4.110 -14.590  0.347
H -15.546 4.955 -14.631  0.386
H -14.518 7.045 -15.341  0.271
H -14.440 5.768 -16.487  0.342
H -12.118 5.430 -16.152  0.458
H -12.050 6.157 -14.622  0.521
H -13.325 9.028 -15.707  0.342
H -11.603 9.632 -15.948  0.379
H -12.025 8.502 -14.591  0.397
H -9.898 7.978 -15.527  0.347
H -10.064 6.416 -16.427  0.456
H -9.872 9.369 -17.381  0.305
H -8.974 7.976 -18.097  0.335
H -11.225 8.703 -19.334  0.340
H -10.680 7.096 -19.245  0.356
H -12.982 8.361 -17.982  0.315
H -12.687 6.659 -18.128  0.297
C -19.793 -0.147 -21.386  -1.209
C -20.835 0.708 -22.096  -0.023
C -21.575 1.694 -21.212  -0.891
N -22.931 2.020 -21.983  0.036
C -23.833 0.743 -21.917  -0.890
C -22.628 2.637 -23.358  -0.727
C -23.956 3.365 -23.748  -0.641
C -24.424 3.844 -22.361  -0.526
C -23.620 3.222 -21.309  -0.729
H -18.761 0.036 -21.683  0.296
H -19.927 -1.228 -21.417  0.327
H -19.910 0.146 -20.342  0.361
H -21.569 0.023 -22.520  0.238
H -20.396 1.233 -22.945  0.349
H -20.994 2.568 -20.921  0.364
H -22.003 1.314 -20.285  0.491
H -23.566 0.114 -21.067  0.338
H -23.816 0.208 -22.867  0.348
H -24.819 1.128 -21.658  0.401
H -22.290 1.851 -24.033  0.426
H -21.757 3.282 -23.238  0.428
H -24.643 2.562 -24.016  0.307
H -23.830 4.141 -24.503  0.372
H -25.465 3.524 -22.320  0.287
H -24.450 4.925 -22.229  0.414
H -24.129 2.983 -20.375  0.441
H -22.724 3.813 -21.121  0.414
N -25.454 1.528 -14.527  -0.271
S -24.547 0.460 -13.920  1.095
O -25.051 -0.102 -12.663  -0.584
O -23.088 0.539 -14.121  -0.585
F -24.931 -0.711 -14.997  -0.326
S -24.688 2.734 -13.642  1.067
O -23.606 3.444 -14.407  -0.586
O -24.611 2.646 -12.209  -0.517
F -25.885 3.816 -13.868  -0.293
N -6.388 1.274 -16.741  -0.309
S -6.991 0.019 -16.104  1.115
O -6.372 -1.233 -16.380  -0.571
O -8.441 0.009 -15.838  -0.573
F -6.449 0.320 -14.602  -0.325
S -7.265 0.891 -18.133  1.092
O -8.713 1.026 -18.125  -0.540
O -6.640 -0.091 -19.032  -0.586
F -6.929 2.287 -18.879  -0.304
N -14.082 6.416 -6.792  -0.235
S -14.790 7.709 -6.935  1.061
O -15.008 8.218 -8.289  -0.592
O -14.795 8.645 -5.764  -0.561
F -16.242 6.945 -6.882  -0.342
S -12.649 7.278 -6.708  1.093
O -12.155 7.702 -5.317  -0.577
O -12.270 8.215 -7.783  -0.547
F -11.566 6.114 -7.101  -0.299
N -3.971 11.289 -13.712  -0.333
S -4.725 12.085 -12.689  1.090
O -6.101 12.450 -13.024  -0.609
O -4.026 12.949 -11.780  -0.558
F -4.971 10.896 -11.652  -0.315
S -3.359 12.669 -14.455  1.086
O -2.025 12.966 -13.929  -0.571
O -4.251 13.767 -14.817  -0.537
F -3.030 11.965 -15.814  -0.254
N -17.445 10.409 -22.131  -0.296
S -17.513 9.419 -23.488  1.101
O -18.849 8.923 -23.896  -0.567
O -16.506 8.398 -23.577  -0.567
F -17.031 10.526 -24.607  -0.280
S -18.363 9.525 -21.234  1.096
O -17.994 8.117 -21.068  -0.575
O -19.795 9.849 -21.185  -0.573
F -17.809 10.147 -19.776  -0.339
N -16.940 18.526 -16.565  -0.284
S -17.525 17.799 -15.153  1.090
O -18.873 17.217 -15.182  -0.586
O -17.082 18.304 -13.880  -0.537
F -16.596 16.517 -15.253  -0.269
S -17.264 19.909 -16.131  1.089
O -16.175 20.642 -15.431  -0.626
O -18.618 20.234 -15.695  -0.574
F -17.183 20.493 -17.625  -0.303

## Properties
Net charge ... +2
Gap between HOMO and LUMO ... 4.057 eV
Lowest unoccupied orbital energy ... -4.65 eV
Calculated total energy ... -11302.00404 Eh
Largest force on an atom ... 12.2 eV Å⁻¹
Highest occupied orbital energy ... -8.706 eV

Number 1 is which compound?
C2KO4

Which formula does entry 2 have?
C17H20N3O3S4SeSiV